No. 1
DFT (ωB97M-V/def2-TZVPD) results for a cluster of 8 separate species, C36H58N2O22 in total in a non-equilibrium geometry.

Geometry (Å):
O 0.73405 2.09131 -1.46116
N 0.00469 1.10950 -1.75310
O -0.51907 1.00446 -2.85450
C -0.26293 0.04743 -0.74342
C -1.23602 -0.92818 -0.98867
C -1.59225 -1.93435 -0.07994
C -0.76204 -2.03853 1.03868
C 0.36691 -1.21827 1.21368
C 0.60684 -0.21184 0.31047
H -1.91012 -0.72765 -1.80829
H -2.40477 -2.63437 -0.20718
H -0.94038 -2.75780 1.82434
H 0.93937 -1.49937 2.08527
H 1.55947 0.29101 0.38825
O 7.50687 2.39853 -9.36621
N 7.06662 3.49150 -9.00667
O 7.71020 4.56619 -9.02717
C 5.66210 3.50375 -8.56039
C 5.21866 4.56361 -7.73604
C 3.95537 4.65143 -7.23057
C 3.06393 3.54442 -7.44135
C 3.53920 2.45954 -8.31204
C 4.80331 2.43012 -8.79209
H 5.80913 5.39237 -7.37424
H 3.59263 5.48941 -6.65384
H 2.02524 3.52328 -7.14625
H 2.96418 1.58086 -8.56439
H 5.12294 1.58189 -9.37925
C -2.84160 -6.61112 13.26831
C -1.84676 -6.98841 12.25624
O -2.10923 -6.36611 11.03021
C -1.31388 -6.55502 9.94875
O -0.22072 -7.03743 9.98613
O -1.88019 -6.03654 8.90318
C -1.11020 -5.92169 7.68528
H -2.58294 -6.86603 14.29604
H -3.80417 -7.11210 13.16550
H -3.06693 -5.54803 13.35300
H -1.78027 -8.05306 12.03218
H -0.91585 -6.54373 12.60806
H -0.15097 -5.45194 7.90280
H -1.54080 -5.28428 6.91302
H -0.90835 -6.90192 7.25343
C -4.21032 2.65813 -6.35978
C -3.20770 3.63645 -7.02312
O -2.40709 2.89783 -7.86928
C -2.57094 2.90860 -9.25350
O -3.30646 3.69149 -9.86715
O -1.82050 1.96884 -9.85683
C -1.71064 1.96880 -11.25882
H -3.71957 1.99553 -5.64687
H -4.78305 2.06284 -7.07090
H -4.90369 3.16818 -5.69109
H -2.62291 4.27156 -6.35771
H -3.71777 4.43324 -7.56450
H -2.65593 1.59588 -11.65313
H -0.93487 1.33152 -11.68323
H -1.43947 2.94490 -11.66104
C 0.09003 3.69261 6.44563
C 1.17036 3.01077 5.55646
O 2.45484 3.12942 6.08435
C 3.46530 2.80403 5.35345
O 3.49445 2.20841 4.29390
O 4.63383 3.05457 6.03585
C 5.89317 2.57126 5.50173
H 0.26985 3.48104 7.49967
H -0.90317 3.31591 6.20121
H -0.02075 4.74670 6.19122
H 1.20883 3.45246 4.56070
H 0.78651 1.99380 5.47555
H 5.85751 2.60991 4.41300
H 5.99790 1.52974 5.80566
H 6.62383 3.27080 5.90777
C 3.12731 -10.03321 4.19583
C 2.30651 -8.74220 3.91520
O 2.21349 -8.57278 2.51297
C 2.14875 -7.31550 1.98585
O 2.20173 -6.29226 2.60535
O 1.98994 -7.33734 0.59471
C 2.01042 -6.20043 -0.23149
H 4.16323 -9.73255 4.35256
H 3.20800 -10.71867 3.35219
H 2.71193 -10.48783 5.09522
H 2.70912 -7.94577 4.54106
H 1.27421 -8.90577 4.22456
H 1.95155 -5.19656 0.18907
H 1.00033 -6.30411 -0.62782
H 2.69973 -6.27062 -1.07292
C -8.79142 -4.99472 -0.58196
C -7.72091 -4.92397 -1.69200
O -8.31491 -4.49163 -2.96267
C -8.12905 -3.19821 -3.43618
O -7.40564 -2.27727 -2.93846
O -8.97537 -3.01084 -4.44466
C -9.02767 -1.73450 -5.01297
H -9.70045 -5.53502 -0.84625
H -9.00131 -4.03952 -0.10068
H -8.37687 -5.56901 0.24656
H -7.34916 -5.94860 -1.69805
H -6.92502 -4.23320 -1.41360
H -10.08867 -1.55867 -5.19037
H -8.44032 -1.71040 -5.93087
H -8.66158 -1.02526 -4.27063
C 2.97676 7.12297 0.99876
C 2.79778 8.39608 0.20376
O 3.95202 9.23735 0.21714
C 3.89300 10.54585 -0.01907
O 2.94441 11.26409 -0.34561
O 5.20887 10.90854 0.17735
C 5.53060 12.26901 0.13856
H 2.16343 6.42987 0.78378
H 2.87363 7.28332 2.07195
H 3.96331 6.72382 0.76318
H 1.90791 8.95203 0.49899
H 2.55632 8.24588 -0.84850
H 6.46039 12.39714 0.69279
H 4.82879 12.90886 0.67350
H 5.57261 12.72358 -0.85123

## Properties
Largest force on an atom ... 4.76 eV/A
Net charge ... 0
DFT total energy ... -86288.3872 eV
2S+1 ... 1
ΔE to the lowest compared entry with this formula, charge and spin ... 290.0 kJ/mol
Structure (SMILES) ... O=[N+]([O-])c1ccccc1.O=[N+]([O-])c1ccccc1.CCOC(=O)OC.CCOC(=O)OC.CCOC(=O)OC.CCOC(=O)OC.CCOC(=O)OC.CCOC(=O)OC
Kohn-Sham gap ... 0.3347 Eh
HOMO energy ... -9.8183 eV

No. 2
DFT (ωB97M-V/def2-TZVPD) results for a cluster of 11 separate species, C36H59F3N6O6S3 in total in a non-equilibrium geometry.

Geometry (Å):
C 4.25419 -0.63861 2.20651
O 4.17274 -0.59936 3.68962
O 4.79302 0.40144 1.73080
C 4.96937 -1.95440 1.78478
F 5.21009 -1.96756 0.46398
F 6.16372 -2.11831 2.38845
F 4.24599 -3.07858 2.03179
C 3.44803 -1.62031 4.30025
C 3.09374 -1.27101 5.73529
H 2.67017 -0.29124 5.95565
H 2.42991 -2.01436 6.19349
H 3.98247 -1.32075 6.38661
H 3.89887 -2.61577 4.28570
H 2.46537 -1.72007 3.79723
H 3.17989 -0.80345 1.86815
C 0.65357 0.80375 -0.87939
C 0.66240 -0.65384 -0.46374
O -0.60839 -1.22234 -0.47142
H 0.00743 1.38305 -0.20512
H 0.14475 0.94406 -1.83856
H 1.63386 1.28288 -0.84022
H 1.23463 -0.78550 0.47160
H 1.29413 -1.23533 -1.17688
C 4.44473 2.69964 -0.32471
S 5.21487 2.03434 -1.80591
O 6.69463 2.10945 -1.64374
C 4.73513 0.33987 -1.47354
H 3.36503 2.64653 -0.46416
H 4.69888 3.75856 -0.23492
H 4.82361 2.16812 0.55673
H 3.76791 0.35389 -0.96865
H 5.47938 -0.10172 -0.81821
H 4.59124 -0.25094 -2.37835
C 1.43078 0.02764 -4.23224
S 2.83257 1.07091 -4.64796
O 3.10758 0.84210 -6.09375
C 1.97904 2.64351 -4.57670
H 0.53989 0.35811 -4.77098
H 1.24311 -0.05925 -3.16798
H 1.71751 -0.92268 -4.68625
H 1.13597 2.58598 -5.26908
H 2.64077 3.39575 -5.00941
H 1.70905 2.93949 -3.56535
C 0.64557 1.89972 2.38685
S 1.02209 1.78364 4.12745
O 2.36945 2.36637 4.28527
C -0.18190 2.99343 4.69934
H 0.76140 2.93303 2.05376
H -0.29903 1.43034 2.13109
H 1.44039 1.32339 1.90442
H -0.20100 2.99328 5.78808
H -1.16295 2.68488 4.33227
H 0.11662 3.97940 4.34009
N -0.34988 -2.44303 -3.17379
C -1.33072 -2.44479 -4.11842
C -0.89490 -3.22697 -5.16201
C 0.34172 -3.80204 -4.77229
C 0.62296 -3.33655 -3.51533
H -0.44397 -2.00800 -2.25228
H -2.24394 -1.88653 -4.00786
H -1.44474 -3.39526 -6.07475
H 0.96270 -4.45773 -5.36004
H 1.49234 -3.42324 -2.88491
N -2.83154 2.22758 1.70424
C -2.98145 0.90922 2.05849
C -3.66263 0.90032 3.25709
C -4.03065 2.23847 3.56049
C -3.45430 3.04219 2.60442
H -2.33472 2.60723 0.91220
H -2.42278 0.14921 1.53258
H -3.91259 0.05247 3.87370
H -4.68278 2.55355 4.35873
H -3.60838 4.09184 2.41877
N -2.82798 4.00941 -1.36582
C -3.58367 5.08750 -1.04064
C -2.82006 5.91356 -0.25092
C -1.55466 5.29073 -0.11855
C -1.58241 4.11758 -0.83844
H -3.11607 3.18638 -1.89255
H -4.59014 5.21823 -1.40000
H -3.12892 6.78556 0.30127
H -0.74712 5.67804 0.48297
H -0.79404 3.43021 -1.09497
N -2.56492 0.37272 -1.71297
C -2.38200 0.73919 -3.02151
C -3.45946 1.49163 -3.42304
C -4.33071 1.59293 -2.29308
C -3.78869 0.80105 -1.30817
H -1.97391 -0.32437 -1.20760
H -1.52590 0.37004 -3.56241
H -3.53207 1.97287 -4.38543
H -5.31511 2.03281 -2.26589
H -4.17586 0.68167 -0.30959
N -3.08064 -2.73819 0.00701
C -3.64126 -2.99217 1.21959
C -4.86631 -3.57312 1.03059
C -5.09760 -3.57323 -0.37978
C -3.98832 -3.03168 -0.97532
H -2.20396 -2.22765 -0.12356
H -3.08200 -2.66602 2.08192
H -5.54003 -3.91591 1.79799
H -6.01543 -3.87300 -0.85918
H -3.82900 -2.80967 -2.01661
N -0.21948 -3.72536 1.26798
C 1.05287 -3.96414 1.65213
C 1.13989 -5.28618 2.04278
C -0.15249 -5.84341 1.87969
C -0.98298 -4.85947 1.40324
H -0.52656 -2.87016 0.77963
H 1.82438 -3.23145 1.47886
H 1.97720 -5.82601 2.45249
H -0.45610 -6.84657 2.14163
H -1.97046 -4.87340 0.97918

## Properties
Largest force on an atom ... 1.79 eV/A
Net charge ... -2
DFT total energy ... -100171.1776 eV
2S+1 ... 1
Kohn-Sham gap ... 0.2358 Eh
HOMO energy ... -2.5682 eV

No. 3
DFT (ωB97M-V/def2-TZVPD) results for a structure of composition C36H60ClIrN7O6P in a non-equilibrium geometry.

Geometry (Å):
Ir 0.23634 0.69793 1.66927
N 0.17691 0.19894 4.15215
N 1.50237 0.02257 4.52430
C 2.44804 0.48844 3.73290
N 3.69700 0.12412 3.96136
N 2.09647 1.20033 2.64550
N 3.16026 1.81179 1.96369
O 3.10634 1.96180 0.71640
O 4.18202 2.23364 2.57967
H -0.32060 0.94602 4.64890
H -0.36463 -0.66585 4.10870
H 1.73199 -0.61201 5.29911
H 3.87537 -0.62194 4.62961
H 4.47083 0.64764 3.54063
C 4.73175 -0.38311 -0.62514
C 3.96393 -1.09333 -1.72945
C 4.89901 -1.05791 -2.95435
C 2.66870 -0.40854 -2.07884
C 2.61284 0.99929 -1.99816
C 1.42799 1.69334 -2.20842
C 1.47896 3.17049 -2.54933
C 1.86538 3.32072 -4.03344
C 2.56053 3.92132 -1.74167
C 0.22400 0.93148 -2.17675
C 0.32954 -0.35295 -2.77250
C 1.52807 -1.02427 -2.65643
C -0.85525 -0.84258 -3.55135
C -0.93588 -0.16620 -4.89836
C -0.87140 -2.34549 -3.68842
C -1.06341 1.63696 -1.92313
C -1.35503 2.53758 -2.97191
C -2.53352 3.26669 -3.02645
C -3.49911 3.11631 -2.02264
C -3.23229 2.16900 -1.03338
C -2.04329 1.50618 -0.86731
P -1.87284 0.75479 0.83567
C -2.91243 -0.86382 0.65669
C -2.90940 -1.56522 2.06544
C -2.12542 -1.61586 -0.43587
C -4.35321 -0.82530 0.06089
C -2.90495 1.95323 2.10594
C -2.29928 1.90338 3.55163
C -2.75729 3.38722 1.60127
C -4.42683 1.54578 2.24980
H 5.55429 -1.03117 -0.24234
H 4.08344 -0.08992 0.25135
H 5.19781 0.54000 -1.00352
H 3.72933 -2.13672 -1.48835
H 4.98164 -0.02869 -3.40085
H 4.53460 -1.68475 -3.77165
H 5.91013 -1.38763 -2.69314
H 3.52621 1.60208 -1.86470
H 0.49656 3.61817 -2.31574
H 2.92434 3.05538 -4.20660
H 1.73108 4.39114 -4.35592
H 1.19965 2.72134 -4.66793
H 3.60142 3.64808 -2.02127
H 2.44152 3.82208 -0.65758
H 2.47889 4.98906 -2.01719
H 1.60063 -2.06713 -2.95896
H -1.73868 -0.52318 -3.03658
H -0.02135 -0.18615 -5.49193
H -1.30172 0.90675 -4.86726
H -1.67286 -0.65671 -5.52734
H -0.06961 -2.77477 -4.27419
H -1.81666 -2.69077 -4.15395
H -0.84055 -2.75586 -2.67764
H -0.56894 2.68039 -3.75517
H -2.65831 3.93856 -3.85031
H -4.41953 3.72637 -2.00788
H -4.05283 1.98537 -0.31020
H -1.91772 -2.03252 2.23713
H -3.69420 -2.33931 2.05823
H -3.08147 -0.86252 2.89200
H -1.11335 -1.88308 -0.16227
H -2.12741 -1.06431 -1.35889
H -2.69640 -2.54316 -0.68092
H -5.04975 -0.32225 0.73695
H -4.73853 -1.88909 -0.04669
H -4.36482 -0.38210 -0.95951
H -1.33434 2.43619 3.65550
H -2.27449 0.87868 3.96052
H -2.97008 2.44137 4.28445
H -2.61460 4.05045 2.44786
H -3.67992 3.72959 1.06375
H -1.87520 3.46864 0.97781
H -4.44377 0.52911 2.69063
H -4.99145 1.57576 1.29394
H -4.91286 2.28684 2.94571
O 2.36941 4.67705 1.82856
Cl 0.93117 4.56546 2.11492
O 0.08716 5.45013 1.27108
O 0.63089 4.67123 3.54154
O 0.15398 2.40607 0.78389
N 0.72106 -1.21526 1.95200
C 0.70775 -2.39683 1.96133
N 0.60771 -3.68190 1.85409
C 0.14024 -4.38247 3.00206
C -0.70877 -5.57781 2.65196
C -0.31080 -6.31577 1.40029
C 0.13548 -5.43238 0.24643
C 1.14654 -4.42978 0.73446
H -0.37155 -3.73013 3.66138
H 1.02006 -4.68702 3.57878
H -1.78563 -5.32008 2.66923
H -0.64480 -6.27411 3.50333
H -1.02906 -7.08232 1.15045
H 0.58525 -6.91110 1.72936
H -0.72199 -4.89084 -0.25757
H 0.57589 -6.13206 -0.48745
H 1.46388 -3.71838 -0.03922
H 2.00734 -4.98398 1.12354

## Properties
Largest force on an atom ... 4.23 eV/A
Net charge ... +2
DFT total energy ... -85641.8748 eV
2S+1 ... 5
Kohn-Sham gap (spin up / spin down) ... 0.3056 / 0.1922 Eh
HOMO energy (spin up / spin down) ... -13.4468 / -13.4697 eV
Expectation value of S² ... 6.041

No. 4
DFT (ωB97M-V/def2-TZVPD) results for a cluster of 14 separate species, C36H60N14O33 in total in a non-equilibrium geometry.

Geometry (Å):
C -4.22122 3.09457 1.46255
C -3.97882 1.49145 1.44831
O -3.49611 0.94465 2.46766
N -4.31758 0.80585 0.17440
C -5.79225 0.93114 0.04156
C -6.83961 0.48943 1.19870
O -6.32878 1.42292 -0.99854
C -3.85318 -0.59071 0.14167
C -4.79224 -1.83785 -0.06143
C -4.24136 -3.30607 -0.12193
O -5.16525 -4.39464 -0.34191
C -2.72536 -3.62556 0.04747
C -1.78241 -2.40910 0.24181
C -2.33084 -0.93224 0.26821
C -1.19053 0.19744 0.43677
O -1.19264 1.24789 -0.25091
C -0.04907 -0.17670 1.51465
C 0.49015 0.89069 2.53239
C -0.08719 2.37253 2.59116
C 0.96208 3.49487 3.08201
C 2.43023 3.37610 2.43301
C 3.62200 3.16965 3.49789
O 3.42607 3.87922 4.75907
C 3.28115 2.98693 5.85641
O 4.26175 2.27714 6.21305
C 1.61436 0.36059 3.49600
C 2.16367 -1.08714 3.48882
C 1.60836 -2.13982 2.48656
C 0.50223 -1.66988 1.50076
C -0.19415 -2.65454 0.42829
O 0.42454 -3.54933 -0.20109
H -3.22460 3.67264 1.41929
H -4.75759 3.36876 2.43227
H -4.88122 3.43136 0.59079
H -7.11256 -0.61761 1.14960
H -6.45206 0.69702 2.25923
H -7.83023 1.07643 1.10364
H -5.91315 -1.72658 -0.20035
H -5.29811 -4.77903 0.55948
H -2.32116 -4.69721 0.03702
H -0.56826 2.74347 1.62725
H -0.93657 2.35594 3.38051
H 0.94809 3.51566 4.22788
H 0.53103 4.51916 2.72618
H 2.50829 2.53843 1.64079
H 2.68068 4.34859 1.85856
H 3.87492 2.05694 3.68879
H 4.57864 3.60392 3.01213
H 2.33203 2.89235 6.49668
H 2.01923 1.09210 4.26530
H 2.96429 -1.38946 4.26058
H 1.99996 -3.20855 2.52036
C -1.17516 -0.00388 -2.89017
N -0.59949 -0.72227 -4.05777
O 0.47114 -0.32372 -4.49124
O -1.24141 -1.66130 -4.49915
H -0.50170 0.80207 -2.60645
H -2.14422 0.39171 -3.19268
H -1.27740 -0.72386 -2.08018
C 4.72606 -1.57015 -0.03425
N 4.18460 -0.24608 0.36771
O 4.84906 0.42165 1.14655
O 3.11102 0.07777 -0.11207
H 5.68014 -1.72598 0.46514
H 4.00290 -2.32674 0.27011
H 4.85489 -1.55780 -1.11466
C 7.63049 -3.66033 -3.51131
N 6.88734 -2.96829 -2.42422
O 6.58203 -3.62854 -1.44156
O 6.63526 -1.78484 -2.59450
H 7.78308 -4.69760 -3.22617
H 7.02746 -3.59344 -4.41556
H 8.58317 -3.15021 -3.63303
C -9.35278 2.96723 -1.42551
N -10.10178 2.62492 -0.18788
O -9.56143 1.86547 0.60256
O -11.20361 3.12828 -0.05215
H -8.39414 2.44945 -1.41043
H -9.95408 2.64175 -2.27365
H -9.20847 4.04706 -1.43360
C -6.72251 -4.13728 -3.51498
N -7.25508 -2.80907 -3.11360
O -6.58526 -2.14901 -2.33499
O -8.32575 -2.47627 -3.59356
H -5.76978 -4.29930 -3.01365
H -7.45078 -4.88838 -3.21155
H -6.59274 -4.12574 -4.59657
C 10.26174 -5.87272 -6.61912
N 9.51913 -5.19986 -5.52197
O 9.22443 -5.87457 -4.54802
O 9.25789 -4.01455 -5.67960
H 10.42375 -6.91403 -6.34651
H 9.65424 -5.80065 -7.52024
H 11.21194 -5.35323 -6.73954
C 6.11819 5.65894 4.87650
N 6.28626 6.34489 3.56868
O 6.76910 7.46536 3.58061
O 5.92664 5.73334 2.57515
H 6.47773 6.31610 5.66648
H 5.05618 5.44805 5.00342
H 6.70289 4.74019 4.84364
C 7.99762 -6.72260 -11.04510
N 8.47202 -6.79848 -9.63874
O 7.68244 -7.19942 -8.80090
O 9.62458 -6.45126 -9.42454
H 6.96330 -7.05934 -11.08490
H 8.07787 -5.68374 -11.36322
H 8.63779 -7.37032 -11.64296
C -1.17956 7.17427 -0.09339
N -0.65133 6.19318 0.88993
O 0.46341 6.40499 1.35039
O -1.37429 5.24526 1.16478
H -0.43764 7.95701 -0.24098
H -1.36612 6.63886 -1.02368
H -2.10017 7.58747 0.31711
C -8.44417 2.53977 5.33744
N -7.87977 1.81106 4.17158
O -6.80475 2.20312 3.73112
O -8.53564 0.87116 3.73957
H -7.76263 3.34266 5.61265
H -9.41177 2.94061 5.03713
H -8.54758 1.82475 6.15291
C 2.65565 -0.60944 -7.02850
N 3.23982 -0.47601 -8.38906
O 3.39002 -1.49922 -9.03868
O 3.52739 0.65116 -8.75745
H 2.45045 -1.66073 -6.83583
H 3.38535 -0.22254 -6.31819
H 1.73552 -0.02728 -7.00690
C 7.14388 0.56564 6.61393
N 8.60870 0.66379 6.38140
O 9.25430 1.35544 7.15309
O 9.05866 0.04326 5.43229
H 6.88556 1.16421 7.48543
H 6.64327 0.94516 5.72391
H 6.90790 -0.48427 6.78353
C -10.83552 -1.45448 4.08635
N -11.57953 -1.80000 5.32578
O -11.03668 -2.55892 6.11306
O -12.68241 -1.29702 5.46460
H -9.87685 -1.96990 4.09683
H -11.43871 -1.77955 3.23936
H -10.69233 -0.37492 4.07922

## Properties
Largest force on an atom ... 5.31 eV/A
Net charge ... 0
DFT total energy ... -126686.0045 eV
2S+1 ... 1
Kohn-Sham gap ... 0.2857 Eh
HOMO energy ... -8.9071 eV